The molecule C18H15BrN2O4. Source: the Open Molecules 2025 dataset; level of theory: ωB97M-V/def2-TZVPD.

The geometry in XYZ format:
```
40
Properties=species:S:1:pos:R:3
C 1.308 4.085 0.435
C 1.405 2.573 0.557
O 2.778 2.221 0.470
C 3.098 0.905 0.306
C 2.223 -0.155 0.420
C 2.656 -1.465 0.183
C 1.777 -2.608 0.233
C 0.433 -2.675 0.066
C -0.177 -3.936 0.236
N -0.703 -4.946 0.394
C -0.490 -1.578 -0.380
O -0.127 -0.642 -1.062
N -1.768 -1.778 0.046
C -2.903 -0.992 -0.186
C -4.119 -1.456 0.309
C -5.277 -0.726 0.127
C -5.238 0.487 -0.553
O -6.349 1.242 -0.753
C -4.023 0.951 -1.048
C -2.866 0.221 -0.869
C 4.005 -1.693 -0.097
C 4.880 -0.631 -0.192
Br 6.711 -0.928 -0.588
C 4.454 0.678 -0.008
O 5.318 1.703 -0.116
H 1.703 4.410 -0.524
H 1.878 4.562 1.228
H 0.269 4.390 0.511
H 0.848 2.082 -0.250
H 1.000 2.242 1.522
H 1.202 0.024 0.700
H 2.280 -3.551 0.422
H -1.952 -2.629 0.564
H -4.159 -2.399 0.836
H -6.215 -1.100 0.513
H -7.120 0.803 -0.374
H -4.005 1.890 -1.577
H -1.933 0.584 -1.264
H 4.366 -2.696 -0.266
H 4.835 2.529 0.029
```

Summary:
2S+1: 1
Lowest unoccupied orbital energy in eV: -0.688
Charge: 0
Highest occupied orbital energy in eV: -8.23
ΔE to the lowest compared entry with this formula, charge and spin in kcal/mol: 9.73
SMILES: CCOc1cc(/C=C(/C#N)C(=O)Nc2ccc(O)cc2)cc(Br)c1O